Entry 1:
The following is a DFT calculation (ωB97M-V/def2-TZVPD) of a cluster of 10 separate species, C47H78F4O30 in total.

Computed properties:
E   -4494.30684 a.u.
Frontier orbital gap   8.513 eV
SMILES   C#CCC1=C(C(F)(F)C(F)F)C(=O)C(CCCCCOCC)=C(CC)C1=O.COC(=O)OC.COC(=O)OC.COC(=O)OC.COC(=O)OC.COC(=O)OC.COC(=O)OC.COC(=O)OC.COC(=O)OC.COC(=O)OC
Largest force on an atom   0.0143 Eh/bohr
HOMO   -9.98 eV

```
! RIJCOSX wB97M-V def2-TZVPD def2/J DEFGRID3
* xyz 0 1
C -1.164 -2.906 5.841
C 0.022 -2.700 5.845
C 1.433 -2.309 5.913
C 2.036 -2.000 4.557
C 1.760 -0.970 3.748
C 0.697 0.059 4.072
F 0.730 0.381 5.387
F -0.517 -0.511 3.830
C 0.694 1.389 3.287
F 1.751 2.140 3.639
F -0.422 2.057 3.675
C 2.530 -0.897 2.462
O 2.814 0.162 1.933
C 2.921 -2.199 1.828
C 2.995 -2.192 0.331
C 1.732 -2.761 -0.350
C 0.402 -2.422 0.373
C -0.647 -1.725 -0.526
C -0.769 -0.242 -0.185
O -1.200 0.473 -1.326
C -1.301 1.874 -1.109
C 0.044 2.579 -1.261
C 3.223 -3.226 2.640
C 3.704 -4.587 2.219
C 2.559 -5.536 1.801
C 3.111 -2.967 4.106
O 3.838 -3.494 4.924
H -2.202 -3.132 5.720
H 1.570 -1.459 6.588
H 2.014 -3.131 6.342
H 0.679 1.244 2.206
H 3.153 -1.170 -0.016
H 3.868 -2.780 0.022
H 1.698 -2.320 -1.352
H 1.804 -3.840 -0.498
H -0.037 -3.345 0.759
H 0.584 -1.762 1.228
H -0.395 -1.827 -1.583
H -1.624 -2.201 -0.393
H 0.217 0.138 0.129
H -1.488 -0.105 0.636
H -1.714 2.058 -0.105
H -2.021 2.255 -1.836
H -0.078 3.654 -1.401
H 0.582 2.143 -2.107
H 0.664 2.410 -0.373
H 4.452 -4.495 1.427
H 4.221 -5.019 3.079
H 2.477 -5.603 0.716
H 1.603 -5.239 2.237
H 2.779 -6.546 2.157
C -7.448 0.735 2.992
O -6.618 1.808 3.441
C -5.351 1.459 3.663
O -4.888 0.358 3.496
O -4.684 2.530 4.079
C -3.308 2.280 4.396
H -8.443 1.150 2.864
H -7.093 0.342 2.039
H -7.476 -0.063 3.731
H -2.769 1.929 3.522
H -3.242 1.545 5.196
H -2.899 3.228 4.731
C 1.428 7.663 -5.677
O 1.866 8.138 -4.401
C 1.566 7.326 -3.390
O 0.980 6.277 -3.478
O 2.023 7.870 -2.263
C 1.767 7.095 -1.088
H 1.729 8.411 -6.404
H 1.899 6.711 -5.914
H 0.345 7.552 -5.694
H 2.247 6.120 -1.160
H 0.697 6.968 -0.939
H 2.193 7.658 -0.263
C 0.371 6.190 -11.619
O 0.427 6.280 -10.192
C -0.292 5.353 -9.557
O -0.954 4.494 -10.077
O -0.149 5.544 -8.245
C -0.870 4.615 -7.427
H 0.995 6.991 -12.003
H 0.763 5.233 -11.958
H -0.650 6.321 -11.972
H -0.531 3.598 -7.614
H -1.939 4.689 -7.617
H -0.654 4.896 -6.400
C 6.177 7.194 -13.979
O 6.219 7.283 -12.552
C 5.500 6.357 -11.921
O 4.844 5.494 -12.449
O 5.629 6.545 -10.610
C 4.902 5.612 -9.807
H 6.802 8.004 -14.344
H 6.574 6.238 -14.315
H 5.159 7.318 -14.341
H 5.246 4.596 -9.992
H 3.834 5.684 -10.009
H 5.096 5.876 -8.772
C -2.895 -7.948 9.220
O -2.781 -6.525 9.141
C -1.589 -6.047 9.497
O -0.647 -6.702 9.865
O -1.613 -4.723 9.383
C -0.384 -4.079 9.737
H -3.907 -8.181 8.902
H -2.177 -8.427 8.557
H -2.737 -8.289 10.241
H 0.418 -4.415 9.082
H -0.122 -4.280 10.774
H -0.543 -3.015 9.595
C -6.661 -2.976 5.417
O -8.035 -3.005 5.019
C -8.482 -4.212 4.676
O -7.841 -5.231 4.680
O -9.764 -4.098 4.326
C -10.377 -5.329 3.931
H -6.440 -1.940 5.660
H -6.494 -3.603 6.291
H -6.018 -3.301 4.602
H -10.357 -6.046 4.750
H -9.871 -5.748 3.064
H -11.403 -5.081 3.679
C 3.370 -4.871 15.337
O 3.325 -6.102 14.612
C 2.722 -6.018 13.425
O 2.239 -5.019 12.954
O 2.746 -7.219 12.856
C 2.123 -7.268 11.565
H 3.883 -5.093 16.268
H 3.922 -4.116 14.779
H 2.364 -4.510 15.544
H 2.634 -6.602 10.872
H 1.074 -6.996 11.629
H 2.214 -8.295 11.224
C -4.605 0.709 -1.356
O -5.602 1.570 -1.916
C -6.178 1.094 -3.019
O -5.933 0.041 -3.547
O -7.075 1.987 -3.439
C -7.774 1.603 -4.626
H -4.228 1.217 -0.473
H -5.040 -0.247 -1.069
H -3.792 0.548 -2.061
H -8.329 0.681 -4.462
H -7.080 1.470 -5.453
H -8.460 2.416 -4.843
C 8.730 -0.616 -9.639
O 7.443 -0.279 -10.165
C 7.445 0.774 -10.984
O 8.411 1.424 -11.290
O 6.198 0.981 -11.402
C 6.054 2.090 -12.297
H 8.571 -1.479 -9.000
H 9.418 -0.869 -10.443
H 9.134 0.210 -9.057
H 6.643 1.933 -13.199
H 6.358 3.016 -11.814
H 5.000 2.142 -12.549
*
```


Entry 2:
The following is a DFT calculation (ωB97M-V/def2-TZVPD) of a structure of composition C47H79Br22F2N2O4S4 at a distorted geometry.

Computed properties:
Relative energy (zero: lowest compared OMol25 entry of this formula, charge and spin)   14.305 eV
E   -60668.40387 a.u.
Frontier orbital gap   3.702 eV
Largest force on an atom   0.2259 Eh/bohr
HOMO   -8.95 eV

```
! RIJCOSX wB97M-V def2-TZVPD def2/J DEFGRID3
* xyz 1 1
C -5.667 0.980 -2.366
C -4.221 1.026 -1.569
S -3.060 -0.145 -2.494
C -1.330 0.536 -2.425
C -0.245 -0.349 -1.628
C -0.808 -0.689 -0.177
C -1.802 -1.922 0.032
F -1.586 0.452 0.323
C 0.544 -1.487 -2.505
S -0.078 -3.281 -2.383
C 0.523 -1.335 -4.116
C 1.452 -2.286 -4.973
C 2.989 -1.789 -5.166
C 3.932 -2.949 -5.851
N 5.368 -2.537 -5.586
C 6.087 -2.536 -4.331
C 7.550 -2.020 -4.317
C 7.715 -1.686 -5.844
C 6.363 -2.040 -6.565
N 1.850 -1.643 -1.782
S 2.951 -2.970 -1.557
C 2.442 -4.112 -0.143
O 3.154 -3.859 -2.746
O 4.333 -2.453 -1.157
C 2.219 -0.540 -1.127
C 1.063 0.617 -1.357
C 1.256 1.466 -0.022
C 0.498 2.850 0.128
C -0.154 3.742 -0.957
C -0.843 5.130 -0.686
C -0.914 5.751 0.764
C -0.228 4.821 1.930
C 0.447 3.425 1.606
S 1.855 1.601 -2.697
O 2.938 0.722 -3.320
O 2.613 2.832 -2.215
F 0.892 2.164 -3.929
H -5.754 -0.050 -2.869
H -6.499 1.029 -1.574
H -5.728 1.844 -3.121
H -4.395 0.702 -0.498
H -3.739 2.069 -1.569
H -1.079 0.738 -3.523
H -1.414 1.564 -1.918
H 0.079 -0.936 0.531
H -2.289 -2.345 -0.905
H -1.235 -2.807 0.527
H -2.636 -1.652 0.788
H -1.411 -3.263 -2.771
H 0.697 -0.255 -4.488
H -0.575 -1.567 -4.419
H 1.511 -3.388 -4.693
H 1.019 -2.275 -6.054
H 3.421 -1.660 -4.102
H 3.077 -0.824 -5.770
H 3.697 -3.925 -5.301
H 3.787 -3.010 -6.983
H 5.721 -2.873 -3.307
H 8.308 -1.921 -3.472
H 8.675 -1.261 -6.282
H 6.210 -1.918 -7.686
H 3.360 -4.587 0.356
H 1.796 -4.937 -0.639
H 1.762 -3.530 0.568
H 3.111 -0.293 -0.464
H 1.068 0.895 0.979
H 2.393 1.704 0.062
H -0.151 3.381 -2.036
H -1.311 5.778 -1.509
H -1.384 6.777 0.959
H -0.182 5.179 3.050
H 0.938 2.837 2.460
Br 0.408 -0.013 -8.034
C 1.598 0.229 -9.561
C 2.907 -0.491 -9.350
Br 4.057 0.488 -8.118
H 1.714 1.303 -9.707
H 1.059 -0.193 -10.411
H 3.470 -0.547 -10.282
H 2.786 -1.495 -8.943
Br 4.780 -1.215 4.840
C 4.091 -2.498 3.545
C 3.998 -1.891 2.166
Br 2.453 -0.704 2.018
H 3.132 -2.851 3.927
H 4.806 -3.323 3.554
H 3.835 -2.664 1.416
H 4.876 -1.306 1.891
Br -8.772 -2.620 0.258
C -6.900 -2.889 0.729
C -6.187 -1.571 0.913
Br -5.774 -0.736 -0.806
H -6.462 -3.512 -0.051
H -6.921 -3.449 1.666
H -5.218 -1.723 1.395
H -6.763 -0.845 1.487
Br -3.358 1.138 -7.410
C -3.127 2.062 -9.111
C -4.034 1.490 -10.172
Br -3.351 -0.208 -10.846
H -2.069 1.997 -9.366
H -3.383 3.103 -8.906
H -4.068 2.148 -11.043
H -5.049 1.308 -9.820
Br -1.637 -0.516 5.730
C 0.235 -0.735 6.228
C 0.917 0.600 6.397
Br 1.328 1.408 4.671
H 0.696 -1.361 5.463
H 0.216 -1.280 7.173
H 1.882 0.478 6.891
H 0.319 1.323 6.952
Br -5.494 6.642 2.776
C -4.716 4.950 3.353
C -3.339 5.153 3.935
Br -2.003 5.445 2.518
H -4.726 4.284 2.488
H -5.402 4.565 4.109
H -3.006 4.254 4.459
H -3.278 6.006 4.613
Br -9.731 -6.724 -0.331
C -10.914 -6.443 -1.855
C -11.304 -4.992 -1.985
Br -12.658 -4.501 -0.671
H -11.767 -7.109 -1.722
H -10.338 -6.767 -2.724
H -11.768 -4.804 -2.955
H -10.467 -4.306 -1.850
Br 6.514 2.071 6.949
C 5.342 2.322 5.413
C 4.928 3.764 5.263
Br 3.553 4.246 6.558
H 4.498 1.644 5.545
H 5.930 2.000 4.552
H 4.469 3.930 4.287
H 5.750 4.467 5.397
Br 9.134 -2.249 10.019
C 8.367 -0.485 9.704
C 6.931 -0.423 10.164
Br 5.744 -1.314 8.900
H 8.490 -0.269 8.643
H 8.986 0.201 10.284
H 6.583 0.611 10.199
H 6.768 -0.889 11.136
Br -10.591 10.408 1.070
C -9.814 8.716 1.648
C -8.437 8.917 2.231
Br -7.110 9.204 0.831
H -9.824 8.051 0.785
H -10.500 8.333 2.405
H -8.107 8.018 2.755
H -8.375 9.769 2.908
Br 3.805 -5.699 9.478
C 5.570 -6.135 10.181
C 6.643 -5.303 9.523
Br 7.046 -5.956 7.731
H 5.711 -7.208 10.044
H 5.513 -5.915 11.248
H 7.583 -5.383 10.072
H 6.375 -4.250 9.425
*
```